Entry 1:
ORCA calculation (ωB97M-V/def2-TZVPD) on C32H64F2KO26P as an isolated structure.

**LUMO**: -0.56 eV
**HOMO**: -7.145 eV
**Net charge**: 0
**Relative energy (zero: lowest compared OMol25 entry of this formula, charge and spin)**: 916.4 kcal per mole
**Frontier orbital gap**: 6.590 eV

CARTESIAN COORDINATES (ANGSTROEM)
K: 1.467811 -2.821243 2.793178
P: 0.425682 -0.564766 0.901808
F: 0.846263 0.980765 0.714165
F: 0.686171 -1.165094 -0.620851
O: -1.011189 0.627423 -2.263356
O: -3.763552 -4.434654 1.930900
O: 1.060388 0.085401 4.872867
O: -1.240428 -0.869257 -4.059130
O: 2.100079 -1.512807 -4.253123
O: -3.483818 -1.529493 -3.227781
O: 1.390467 -1.216695 1.878765
O: 0.166696 -1.899144 4.166611
O: 3.486002 2.338899 2.289279
O: -1.701672 3.901711 2.502213
O: 3.949795 -2.066725 0.073639
O: 4.167242 4.477855 1.981222
O: -1.074733 2.258767 1.302471
O: 0.809875 -0.491241 -5.724588
O: -3.081728 -0.812143 -1.206841
O: -2.818943 -2.737713 2.901876
O: -2.313836 -3.177711 0.721984
O: -2.219919 -2.847096 -1.821283
O: -3.073240 3.126590 0.887898
O: 6.075483 -2.571494 0.121014
O: -1.065876 -0.452667 1.132417
O: 2.715430 3.565602 0.505678
O: 0.596813 -1.326892 6.395971
O: 5.159127 -1.356233 1.866716
O: -2.596244 0.908509 -3.467767
O: 1.592885 0.761651 -4.003963
C: -4.555614 -2.154277 -5.346797
C: -2.195131 5.414487 4.235307
C: 1.905739 2.509472 -0.014849
C: 5.127638 4.386785 3.035711
C: 0.550215 -1.095411 5.075500
C: 2.826056 -1.287151 0.477480
C: -1.568627 0.113187 -3.357255
C: 0.152396 0.619829 -6.348059
C: 2.948335 0.181506 -0.152944
C: -3.888388 -5.442043 0.980369
C: -2.836444 -1.819705 -2.045705
C: 5.089407 -2.012695 0.802258
C: 3.425513 3.391214 1.653362
C: 1.484634 -0.318667 -4.580098
C: -3.651163 0.781577 -4.399507
C: -1.122089 1.493203 0.092916
C: 1.241387 0.718842 3.619865
C: 2.660150 -2.002075 -1.891954
C: -3.250352 1.198894 -5.833089
C: 0.017165 -2.556725 6.953459
C: -2.611822 -0.270931 2.679239
C: -1.873765 -1.678272 3.028135
C: 0.224444 0.159855 -1.808509
C: -2.476512 5.036927 2.814344
C: 3.155145 -1.555966 -3.256995
C: -3.466910 -2.514453 -4.280260
C: -2.059347 3.108984 1.524096
C: -2.532953 -0.916338 0.079111
C: -0.106454 1.325359 3.223151
C: 1.050670 2.962554 -1.128853
C: -2.919640 -3.407083 1.745275
C: 7.437241 -2.454712 0.479586
H: 4.678918 4.047657 3.969373
H: -1.117742 5.547137 4.334006
H: -3.359432 -0.611264 0.720944
H: 2.001347 -1.686629 -0.112749
H: 3.796791 -2.381020 -3.566293
H: -2.553852 0.461666 -6.232437
H: -0.589843 1.185148 -5.784500
H: 0.828900 -3.226046 7.238457
H: 5.954121 3.769533 2.683535
H: -4.571182 -2.877923 -6.161780
H: -4.068200 -0.222901 -4.471733
H: 0.861539 1.428880 -6.523182
H: 3.251739 0.103723 -1.196977
H: -0.738906 -3.085174 6.372772
H: 1.744173 -1.516252 -1.555716
H: 1.808173 3.394331 -1.782951
H: -2.657208 4.820558 5.023874
H: 7.780703 -3.474742 0.307360
H: -0.464591 2.030376 3.973334
H: 5.517396 5.382002 3.249589
H: -4.745351 -6.001946 1.354830
H: -2.497708 6.443165 4.431187
H: 1.989534 0.694349 -0.076814
H: -4.349101 -1.178372 -5.786184
H: 0.209494 1.754506 2.272299
H: 0.327588 3.680790 -0.742343
H: -3.760662 -3.503603 -3.928964
H: -0.131105 1.353246 -0.338916
H: -4.069175 1.234281 -6.551686
H: -0.321186 0.254454 -7.259271
H: -0.616518 -2.188360 7.760205
H: 3.685198 -0.606169 -3.186019
H: 2.554047 -3.080580 -2.008936
H: -2.325531 -1.943738 0.378307
H: 7.889148 -1.871862 -0.323010
H: -1.686536 2.003623 -0.687451
H: -1.616043 -0.335709 0.180439
H: -4.088227 -5.042226 -0.013772
H: -2.438828 -2.441174 -4.634912
H: -2.200128 5.847311 2.139818
H: -3.492650 -0.235687 3.320336
H: 0.512991 2.111654 -1.547173
H: 3.673950 0.812213 0.360657
H: -1.414174 0.461677 0.289751
H: 2.570008 1.702686 -0.324589
H: 0.041311 -0.868149 -1.495811
H: 0.929655 0.309907 -2.625985
H: 1.553766 -0.078445 2.945451
H: -4.388152 1.473394 -3.991674
H: 7.589322 -2.005208 1.460867
H: 3.444422 -1.938411 -1.137643
H: -0.836535 0.553534 2.979487
H: -2.992594 -6.056334 1.071453
H: 2.670901 -1.439462 1.545578
H: -3.565547 5.030265 2.769172
H: -5.582288 -2.117738 -4.982508
H: -1.374729 -1.640802 3.996472
H: 2.067061 1.427204 3.687650
H: -2.958015 -0.238863 1.646173
H: -1.988063 0.609622 2.832995
H: 0.639843 0.658857 -0.932990
H: 1.263949 2.028639 0.723400
H: -2.687013 2.131658 -5.806704
H: -1.021123 -1.949530 2.405627

Atoms 1-2, force components in eV/Å:
K 2.6 -10.6 2.9
P -2.3 -1.6 3.8

Entry 2:
ORCA calculation (ωB97M-V/def2-TZVPD) on a 2-piece molecular cluster, C16H25BF2N3O9 overall.

**LUMO**: 1.68 eV
**HOMO**: -6.271 eV
**Net charge**: -1
**Frontier orbital gap**: 7.948 eV

CARTESIAN COORDINATES (ANGSTROEM)
F: -3.675281 -5.382271 2.781015
F: -2.288310 -6.431385 4.261872
O: 1.946895 -1.914489 -1.103847
O: 0.325523 1.314945 0.118230
O: -2.997086 -7.608761 2.329163
O: -1.591747 1.518048 -0.987704
O: -0.257859 -6.689039 0.419605
O: -1.442884 -5.842114 2.126290
O: 2.805841 -3.972111 -1.000013
O: -1.067251 -0.463884 -0.069886
O: -2.193584 -8.891235 0.667687
N: -2.866306 4.523484 1.915305
N: -2.477312 2.246299 1.624438
N: -0.673237 3.735644 2.202382
C: 2.078519 -0.422461 -2.963171
C: 2.176094 0.811946 -2.059277
C: 3.444497 2.549407 0.874573
C: -0.800847 0.671697 -0.283935
C: -2.170489 -7.900738 1.348500
C: -0.965872 2.796749 -0.999686
C: 0.563714 -3.709424 -0.191272
C: 2.261326 3.167232 0.866262
C: -1.156915 -6.748436 1.217380
C: 1.539376 3.450657 -0.427462
C: -1.883533 3.550614 1.403792
C: 0.501521 2.390920 -0.849453
C: 1.335469 -1.589506 -2.356683
C: 0.977778 1.775749 -2.179846
C: -1.643083 3.835215 -0.108917
C: 1.860160 -3.263925 -0.791198
B: -2.632587 -6.284103 2.926515
H: 0.152229 1.273878 -2.691009
H: 1.860159 3.484251 1.818429
H: -2.619147 4.041098 -0.549395
H: 1.278997 2.583846 -2.848076
H: 0.772136 -4.351744 0.658125
H: -3.068037 2.342330 2.444211
H: -0.024044 -2.850988 0.118826
H: 3.867221 2.207678 1.810057
H: 1.418006 -2.452529 -3.024793
H: -0.154454 4.535758 1.862975
H: -1.072035 4.763280 -0.178644
H: -1.767333 1.575314 1.899732
H: 2.307990 3.530379 -1.193319
H: -3.724685 4.427774 1.384981
H: 2.354113 0.481803 -1.038134
H: 3.078246 -0.739299 -3.261088
H: -1.054895 3.210465 -2.011706
H: -2.505374 5.462316 1.802825
H: 1.045951 4.425883 -0.400010
H: 0.266895 -1.393654 -2.224069
H: -0.092319 2.910910 2.131052
H: 4.010928 2.385953 -0.033399
H: 3.072642 1.354822 -2.367371
H: 1.564192 -0.154883 -3.893600
H: 0.000087 -4.279365 -0.927258

Atoms 1-2, force components in eV/Å:
F 0.0 0.0 0.0
F 0.0 0.0 0.0

Entry 3:
ORCA calculation (ωB97M-V/def2-TZVPD) on C33H20N9O9SeW as an isolated structure.

**LUMO (alpha / beta)**: 0.23 / 0.23 eV
**HOMO (alpha / beta)**: -4.756 / -4.754 eV
**Net charge**: -1
**Relative energy (zero: lowest compared OMol25 entry of this formula, charge and spin)**: 1.3 kcal per mole
**Frontier orbital gap (alpha / beta)**: 4.984 / 4.982 eV

CARTESIAN COORDINATES (ANGSTROEM)
W: -0.944203 -0.343173 -0.133409
Se: -3.180440 1.235451 -2.258430
O: 0.320197 -1.974191 -0.023414
O: -1.592717 -1.469873 1.560558
O: -5.985717 -0.377265 0.428524
O: -3.410693 -2.758089 3.688830
O: -3.012993 -0.228403 -0.223445
O: 1.279128 -2.031465 2.015975
O: -1.561807 1.068953 1.275945
O: -6.150696 -1.980030 2.928283
O: 1.323350 -3.339251 -1.967940
N: -1.538936 -1.675622 -1.726353
N: -1.578101 1.321079 -1.446371
N: 0.693233 -0.047962 -1.618452
N: 0.710487 0.480798 0.850799
N: -1.834961 -2.809482 -3.874938
N: -2.855462 2.679611 -3.209402
N: 0.559737 1.100313 2.058031
N: 0.270548 2.778957 -1.396438
N: -0.875559 -1.772460 -5.918336
C: 1.916818 0.042801 -1.045421
C: 4.463732 -4.667772 -0.783276
C: 1.245539 -2.351461 0.852739
C: -2.867187 -1.481758 1.693044
C: -2.131192 3.473517 5.606853
C: 1.707947 -0.209560 -3.771270
C: 4.472663 -4.272533 0.552591
C: 3.402220 -4.345239 -1.604009
C: -0.764825 3.294037 5.427865
C: 3.161753 0.632261 1.122265
C: 0.152637 4.671478 -2.916447
C: 3.079103 -0.068976 -1.817020
C: -1.311012 -2.240747 -4.951386
C: -3.646346 -0.824905 0.765419
C: -3.717720 -2.096817 2.729833
C: -1.065673 4.330109 -3.396683
C: -5.150395 -1.699480 2.327795
C: 2.320067 -3.203134 0.235351
C: 3.402892 -3.549358 1.043455
C: -1.663273 -2.205133 -2.758265
C: -1.187563 2.123170 3.371360
C: -0.704067 1.386521 2.183183
C: 2.320211 -3.612687 -1.108233
C: 2.972470 -0.209783 -3.179881
C: -0.948088 2.404721 -1.878388
C: -1.669368 3.152030 -2.868617
C: -2.554829 2.302180 3.551756
C: 0.771146 3.862742 -1.907427
C: -5.060352 -0.873517 1.041015
C: -3.024430 2.976481 4.668682
C: 1.913717 0.363684 0.352617
C: 0.607761 -0.129838 -2.954342
C: -0.292174 2.619505 4.314757
H: 3.861314 -0.315377 -3.788404
H: 0.767115 2.463434 4.163507
H: -0.067289 3.677182 6.161948
H: -4.089759 3.105841 4.809572
H: 3.833308 -0.226964 1.045164
H: 2.915206 0.788970 2.167383
H: 5.302289 -4.530692 1.197413
H: 1.562426 -0.320056 -4.836241
H: 3.687820 1.512278 0.742350
H: 4.041770 -0.049212 -1.326248
H: 1.738473 4.168492 -1.518982
H: 3.374853 -4.649301 -2.642408
H: -3.238200 1.901791 2.814595
H: 3.368451 -3.222949 2.075004
H: -1.586729 4.903731 -4.151203
H: 0.675166 5.548343 -3.273466
H: 0.658812 -2.815102 -1.468612
H: -2.498695 3.995851 6.481314
H: -0.386060 -0.149878 -3.376414
H: 5.293130 -5.236826 -1.186190

Atoms 1-2, force components in eV/Å:
W 0.2 0.0 0.0
Se 0.0 0.1 0.0

Entry 4:
ORCA calculation (ωB97M-V/def2-TZVPD) on an isolated ion of composition C4H10N2O and charge -1.

**LUMO (alpha / beta)**: 4.39 / 3.98 eV
**HOMO (alpha / beta)**: -3.382 / -3.194 eV
**Net charge**: -1
**2S+1**: 2
**Relative energy (zero: lowest compared OMol25 entry of this formula, charge and spin)**: 43.0 kcal per mole
**Frontier orbital gap (alpha / beta)**: 7.773 / 7.175 eV

CARTESIAN COORDINATES (ANGSTROEM)
O: 0.913213 1.199749 -0.682547
N: 0.969553 -1.144176 0.083027
N: 2.763167 0.515840 0.485952
C: -1.846488 0.939104 0.138627
C: 1.695984 0.168564 -0.519410
C: -0.231670 -1.237261 -0.524777
C: -1.541038 -0.487416 0.396035
H: -2.402248 1.309878 1.044263
H: -2.411337 -1.165121 0.310047
H: -2.476674 1.164994 -0.695471
H: 2.195379 -0.194790 -1.403397
H: -0.761573 -2.266012 -0.655072
H: -0.719447 1.582934 0.047062
H: 2.816325 -0.269015 1.126498
H: 2.479799 1.318502 1.022028
H: -1.136432 -0.648585 1.401078
H: -0.306513 -0.787191 -1.573939

Atoms 1-2, force components in eV/Å:
O -0.1 -0.1 -0.6
N 1.6 1.1 -0.1